Below is an isolated molecule of C2H3F2N, with properties calculated with ωB97M-V/def2-TZVPD.

Summary:
Energy above the lowest of the compared OMol25 structures with the same formula, charge and spin, kcal/mol: 14.77
DFT total energy, hartree: -332.434294
HOMO-LUMO gap, eV: 11.816
Strongest force on any atom, eV/Å: 3.7
Highest occupied orbital energy, eV: -10.91

Each line ends with the Mulliken charge.
CARTESIAN COORDINATES (ANGSTROEM)
H (0.758418, -0.263798, 2.415013)  0.268
N (0.372725, -0.535032, 1.536815)  -0.504
C (0.205137, 0.274613, 0.621602)  0.421
F (0.510982, 1.558068, 0.628967)  -0.238
C (-0.330203, -0.070562, -1.067253)  -0.109
F (-1.210821, -1.145540, -0.954226)  -0.262
H (-0.889887, 0.767918, -1.562166)  0.237
H (0.583649, -0.585668, -1.618752)  0.187

Cartesian forces, eV/Å:
0.232 0.673 0.511
-0.715 -0.742 -1.371
-0.773 -1.093 -3.495
0.316 1.230 0.327
1.454 -2.046 2.433
0.041 0.614 -0.028
1.066 -0.579 0.648
-1.621 1.944 0.974


Below is a cluster of 6 separate species, C12H36O6 in total, with properties calculated with ωB97M-V/def2-TZVPD.

Summary:
Net charge: +1
Energy above the lowest of the compared OMol25 structures with the same formula, charge and spin, kcal/mol: 85.03
DFT total energy, hartree: -929.740240
HOMO-LUMO gap (spin up / spin down), eV: 9.133 / 2.147
Strongest force on any atom, eV/Å: 2.7
Multiplicity: 2
<S²>: 0.76
Highest occupied orbital energy (spin up / spin down), eV: -11.91 / -11.91

Each line ends with the Mulliken charge.
CARTESIAN COORDINATES (ANGSTROEM)
C (16.141360, -4.565760, 15.105610)  -0.692
C (15.946150, -5.665610, 16.093630)  -0.117
O (15.674570, -6.857420, 15.374150)  -0.315
H (17.101530, -4.678630, 14.602200)  0.188
H (16.314890, -3.625930, 15.629730)  0.280
H (15.277940, -4.491470, 14.444490)  0.245
H (15.045140, -5.383710, 16.638430)  0.139
H (16.713780, -5.731650, 16.864660)  0.307
H (16.543230, -7.241030, 15.233190)  0.353
C (18.449460, -10.940250, 15.764990)  -1.292
C (19.139460, -9.804330, 15.124300)  0.036
O (18.353080, -8.562040, 15.305350)  -0.224
H (17.406390, -11.105530, 15.495180)  0.356
H (18.412610, -10.922080, 16.854210)  0.340
H (18.835090, -11.939980, 15.565200)  0.387
H (19.009870, -10.082630, 14.078420)  0.267
H (20.204490, -9.656430, 15.302960)  0.370
H (18.922500, -7.808220, 15.134710)  0.535
C (21.720490, -4.893960, 14.744380)  -0.869
C (21.015370, -5.905690, 13.870370)  -0.323
O (19.914680, -6.356380, 14.677610)  -0.575
H (22.794950, -5.003360, 14.891590)  0.353
H (21.212460, -4.754360, 15.698590)  0.194
H (21.559890, -3.919570, 14.283000)  0.273
H (21.811970, -6.590580, 13.579770)  0.339
H (20.767520, -5.479480, 12.898250)  0.279
H (19.199760, -5.721380, 14.762840)  0.139
C (11.586070, -3.467480, 16.190930)  -0.652
C (11.674090, -4.214760, 14.921120)  -0.213
O (10.459910, -3.984230, 14.275200)  -0.528
H (12.473450, -3.655590, 16.795310)  -0.036
H (10.730060, -3.747450, 16.804900)  0.326
H (11.532560, -2.408680, 15.937590)  0.314
H (11.796150, -5.275970, 15.138030)  0.295
H (12.419050, -3.846230, 14.215910)  0.224
H (10.429330, -4.429820, 13.425430)  0.290
C (13.666870, -3.422010, 19.783380)  -0.637
C (12.224860, -3.348720, 20.261370)  -0.125
O (12.098230, -2.564200, 21.388000)  -0.530
H (14.227260, -4.143470, 20.377980)  0.325
H (14.185070, -2.463990, 19.825390)  0.321
H (13.826790, -3.752480, 18.757070)  -0.109
H (11.930820, -4.381210, 20.450100)  0.270
H (11.629200, -2.933170, 19.448600)  0.172
H (11.617500, -3.036580, 22.071630)  0.321
C (19.472900, -1.806080, 16.853880)  -0.568
C (20.188840, -1.057770, 15.820260)  -0.285
O (19.573330, 0.215880, 15.544620)  -0.549
H (20.119360, -2.647320, 17.103900)  0.237
H (18.526070, -2.130510, 16.422200)  0.000
H (19.453790, -1.307170, 17.822800)  0.381
H (20.215320, -1.654070, 14.908210)  0.142
H (21.167190, -0.730310, 16.171960)  0.318
H (19.914320, 0.779080, 16.243290)  0.326

Cartesian forces, eV/Å:
1.071 1.098 -0.286
-1.471 0.327 0.878
0.530 0.171 0.676
-0.199 -0.300 -0.705
-0.517 0.115 0.240
0.352 0.048 -0.126
-0.299 -0.427 0.028
0.435 -0.415 -0.369
0.179 -0.825 -0.269
-1.104 -1.737 1.762
-1.290 1.069 -0.068
0.164 -2.576 -0.095
-0.119 0.738 -0.421
0.276 0.490 0.176
0.809 0.326 -0.457
0.184 0.566 -0.935
-0.138 0.239 0.233
1.412 1.254 -0.389
-0.003 2.023 -0.270
1.178 1.254 0.482
-0.573 -2.222 -0.560
-0.168 -0.276 -0.015
0.240 -0.505 0.170
0.399 0.296 -0.048
-0.941 -1.413 0.590
-0.875 0.086 0.225
0.434 0.643 -0.426
0.734 0.802 0.738
-0.381 -0.562 -0.619
-1.462 -0.018 -0.548
0.141 0.188 0.085
-0.107 -0.074 -0.297
-0.072 0.094 0.376
0.292 -0.302 -0.202
0.841 -0.097 0.484
0.031 -0.039 -0.026
0.911 -0.034 0.119
0.506 -0.831 -1.542
0.051 0.680 1.186
0.118 0.156 0.285
-0.176 0.143 0.288
-0.630 -0.121 -0.214
-0.434 -0.028 -0.060
-0.334 -0.052 -0.028
0.005 0.078 -0.042
0.338 -1.074 0.904
0.577 2.086 -0.353
-0.296 -0.478 -0.273
-0.232 -0.665 -0.220
-0.244 -0.014 0.697
-0.750 0.401 -0.218
0.302 0.340 -0.179
0.565 -0.990 -0.255
-0.259 0.365 -0.108


Below is a structure of composition C11H20BaN2OP, with properties calculated with ωB97M-V/def2-TZVPD.

Summary:
Net charge: -1
DFT total energy, hartree: -982.603252
HOMO-LUMO gap (spin up / spin down), eV: 2.592 / 2.592
Strongest force on any atom, eV/Å: 3.8
Highest occupied orbital energy (spin up / spin down), eV: -0.56 / -0.56

Each line ends with the Mulliken charge.
CARTESIAN COORDINATES (ANGSTROEM)
C (0.085055, -0.218301, -3.892591)  0.681
C (-0.506647, -0.805902, -5.036331)  -0.982
C (0.068940, -2.093734, -5.238886)  -0.305
C (1.020069, -2.337991, -4.208608)  -1.046
C (1.067180, -1.205458, -3.355830)  0.290
Ba (1.670840, 1.672108, -1.269654)  -1.711
P (-1.201019, 2.695723, -1.022521)  -0.039
H (-0.143024, 0.769696, -3.465530)  -0.388
H (-1.272684, -0.349659, -5.661719)  0.350
H (-0.179482, -2.777028, -6.047646)  0.354
H (1.693344, -1.070879, -2.461092)  -0.160
H (1.614335, -3.243731, -4.091397)  0.331
H (-2.398105, 2.651721, -0.240445)  0.052
H (-1.862776, 2.476898, -2.293723)  0.082
H (-1.175472, 4.137120, -1.149012)  0.105
C (-0.415722, -2.029708, 0.749055)  -0.923
N (-0.150003, -1.086013, 1.821590)  0.055
C (-0.816109, -1.230369, 3.107362)  -0.593
C (-0.118085, -0.361115, 4.123519)  -0.751
C (-0.037929, 1.057603, 3.622951)  -0.679
N (0.664064, 1.045769, 2.353488)  0.149
C (1.220157, 2.292347, 1.806442)  -0.451
C (0.522285, 0.015787, 1.489266)  1.754
O (1.009767, 0.119713, 0.291006)  -0.671
H (0.524741, -2.383036, 0.305325)  0.271
H (-1.008436, -1.568578, -0.057539)  0.300
H (-0.968193, -2.885746, 1.156592)  0.346
H (-1.874075, -0.924933, 3.025225)  0.303
H (-0.790505, -2.289185, 3.389806)  0.401
H (0.885183, -0.747277, 4.334256)  0.339
H (-0.679989, -0.383679, 5.059869)  0.356
H (0.521076, 1.696144, 4.309849)  0.427
H (-1.053523, 1.475632, 3.511336)  0.253
H (0.563758, 2.712189, 0.996416)  0.129
H (1.263216, 3.043765, 2.604192)  0.377
H (2.257784, 2.130109, 1.434984)  -0.005

Cartesian forces, eV/Å:
1.293 -1.514 0.711
0.498 -0.302 0.304
0.084 0.519 0.633
-0.291 0.633 0.009
-1.421 1.249 -0.849
1.876 0.483 -2.273
-1.439 1.099 -0.842
-0.001 -0.392 -0.289
0.194 -0.075 0.135
0.034 0.114 0.154
-0.222 -0.241 -0.382
-0.117 0.232 -0.044
-0.148 -0.054 0.186
0.380 0.081 0.605
-0.003 -0.841 0.138
-0.078 -0.453 -0.480
-0.110 -0.287 0.128
-0.180 -0.015 -0.246
-0.045 -0.244 0.757
-0.036 0.142 -0.124
0.188 0.181 -0.474
-0.159 0.009 0.017
0.622 0.798 -1.985
-1.310 -1.111 3.381
-0.329 0.098 0.109
0.201 -0.160 0.262
0.165 0.262 -0.045
0.203 -0.147 -0.025
0.021 0.205 -0.016
-0.087 0.066 -0.102
0.029 -0.022 -0.009
-0.089 -0.075 -0.024
0.227 0.008 0.007
0.507 -0.178 0.703
0.050 -0.247 -0.248
-0.505 0.180 0.219


Number 1 is which compound?
C2H3F2N